# 1
Here is C20H19F2N3O2 in the gas phase from the OMol25 dataset. Energies are from the ωB97M-V functional and the def2-TZVPD basis.

As for the HOMO energy: -0.285 Ha. Its lowest unoccupied orbital energy is 0.7 eV. As for the spin multiplicity: 1. The electronic energy comes out at -1288.031714 Eh. The max |F| is 0.44 eV/Å. Its energy above the lowest of the compared OMol25 structures with the same formula, charge and spin is 0.0 kcal/mol. As for the SMILES: O=C1C[C@@H](N2CCN(c3ccccc3F)CC2)C(=O)N1c1ccc(F)cc1.

CARTESIAN COORDINATES (ANGSTROEM)
O (-2.44379, -3.16262, -0.52454)
C (-1.53523, -2.71293, 0.11839)
C (-0.33230, -3.45849, 0.65093)
C (0.66868, -2.37177, 1.03169)
N (1.76321, -2.26686, 0.08299)
C (1.43378, -2.01925, -1.30386)
C (1.21515, -0.53558, -1.66737)
N (2.13509, 0.30460, -0.93060)
C (1.73006, 1.53784, -0.47763)
C (0.79516, 2.27183, -1.22485)
C (0.34560, 3.51438, -0.82370)
C (0.81429, 4.09031, 0.34325)
C (1.74699, 3.40086, 1.09718)
C (2.18593, 2.15787, 0.69419)
F (3.09117, 1.54560, 1.50501)
C (3.30055, -0.40015, -0.46084)
C (2.90249, -1.47642, 0.55457)
C (-0.19089, -1.10635, 1.11621)
O (0.12902, -0.04845, 1.58639)
N (-1.41540, -1.38468, 0.51647)
C (-2.44923, -0.42454, 0.36444)
C (-3.77737, -0.81415, 0.50840)
C (-4.78917, 0.11616, 0.36845)
C (-4.45837, 1.43239, 0.09990)
F (-5.44456, 2.34159, -0.03235)
C (-3.14396, 1.83927, -0.03273)
C (-2.13510, 0.90322, 0.09650)
H (-0.65445, -4.02284, 1.52821)
H (0.05675, -4.17041, -0.07445)
H (1.12504, -2.55925, 2.00800)
H (2.26099, -2.42273, -1.89637)
H (0.53818, -2.57808, -1.57773)
H (0.18802, -0.24476, -1.42812)
H (1.35456, -0.41604, -2.75295)
H (0.43102, 1.85939, -2.15305)
H (-0.37360, 4.03647, -1.43732)
H (0.46425, 5.05854, 0.66318)
H (2.13629, 3.80650, 2.01786)
H (4.01137, 0.28911, -0.01281)
H (3.78912, -0.85837, -1.32905)
H (3.74781, -2.15353, 0.73148)
H (2.65176, -0.98142, 1.49457)
H (-4.02232, -1.84198, 0.71939)
H (-5.82400, -0.16837, 0.47127)
H (-2.91316, 2.87279, -0.23408)
H (-1.10946, 1.22133, 0.00549)

# 2
Here is C2H4BiO as an isolated structure at a distorted geometry from the OMol25 dataset. Energies are from the ωB97M-V functional and the def2-TZVPD basis.

As for the HOMO energy: -0.566 Ha. Its lowest unoccupied orbital energy is -7.2 eV. As for the spin multiplicity: 1. The electronic energy comes out at -367.992026 Eh. The max |F| is 4.77 eV/Å. The net charge is +1. Its energy above the lowest of the compared OMol25 structures with the same formula, charge and spin is 34.4 kcal/mol.

CARTESIAN COORDINATES (ANGSTROEM)
O (-1.32192, 0.80215, 1.64192)
Bi (-1.93810, -0.07806, 0.14403)
C (0.24430, 0.28847, -0.87309)
C (0.53985, -0.35329, 0.33513)
H (0.24516, -0.28919, -1.80422)
H (0.37471, 1.37344, -0.94322)
H (1.18575, -1.20861, 0.08946)
H (0.67026, -0.53491, 1.40999)

# 3
Here is C9H12ClNO3Si as an isolated structure at a distorted geometry from the OMol25 dataset. Energies are from the ωB97M-V functional and the def2-TZVPD basis.

As for the HOMO energy: -0.346 Ha. Its lowest unoccupied orbital energy is -0.2 eV. As for the spin multiplicity: 1. The electronic energy comes out at -1380.192112 Eh. The max |F| is 5.01 eV/Å. Its energy above the lowest of the compared OMol25 structures with the same formula, charge and spin is 54.1 kcal/mol.

CARTESIAN COORDINATES (ANGSTROEM)
C (3.66550, -0.79330, -0.23383)
C (2.67467, -1.69919, -0.35715)
C (3.35454, 0.57309, -0.51769)
C (1.32094, -1.27616, -0.46201)
C (2.07372, 0.88836, -0.69728)
C (0.96580, -0.01210, -0.67842)
C (-2.96433, -0.99078, -0.78048)
C (-1.83925, 0.76720, 2.26549)
C (1.76279, 2.44619, -0.87896)
N (-2.66501, 1.80459, -0.93209)
O (-2.20539, 2.54151, -1.79736)
O (-3.79319, 1.87167, -0.46381)
O (-0.29955, 0.51287, -0.89782)
Si (-1.75132, 0.41851, -0.21716)
Cl (1.78812, 3.39110, 0.60982)
H (4.70223, -1.15966, -0.20578)
H (2.78936, -2.77631, 0.02749)
H (4.11890, 1.33584, -0.49847)
H (0.62377, -2.05234, -0.46813)
H (-3.40385, -1.62631, 0.00429)
H (-3.81230, -0.53251, -1.23842)
H (-2.44624, -1.63338, -1.52466)
H (-2.77898, 0.35297, 2.64770)
H (-1.09090, 0.28095, 2.89869)
H (-1.64177, 1.83803, 2.15980)
H (0.79975, 2.47576, -1.35149)
H (2.40753, 2.91739, -1.55799)

# 4
Here is a 2-piece molecular cluster, C3H8N2O2 overall from the OMol25 dataset. Energies are from the ωB97M-V functional and the def2-TZVPD basis.

As for the HOMO energy: -0.295 Ha. Its lowest unoccupied orbital energy is 0.8 eV. As for the spin multiplicity: 1. The electronic energy comes out at -379.065108 Eh. The max |F| is 0.45 eV/Å. Its energy above the lowest of the compared OMol25 structures with the same formula, charge and spin is 47.6 kcal/mol. As for the SMILES: N/C=C/N.O=CO.

CARTESIAN COORDINATES (ANGSTROEM)
N (-0.67134, -1.76406, 0.85107)
C (-0.53611, -1.81635, -0.55563)
C (-1.03865, -0.91317, -1.38576)
N (-0.80737, -0.96390, -2.79273)
H (-0.57322, -2.65743, 1.30504)
H (-1.53492, -1.34171, 1.16682)
H (0.03027, -2.66631, -0.91572)
H (-1.67081, -0.13343, -0.97067)
H (0.15572, -0.73367, -2.99938)
H (-1.36891, -0.26624, -3.26170)
O (0.60685, 2.72629, 0.72935)
C (1.22909, 1.74159, 0.94978)
O (1.16497, 1.05214, 2.12973)
H (1.95605, 1.31380, 0.24368)
H (0.59002, 0.28062, 2.00749)

# 5
Here is a 2-piece molecular cluster, C7H11NO overall at a distorted geometry from the OMol25 dataset. Energies are from the ωB97M-V functional and the def2-TZVPD basis.

As for the HOMO energy (spin up / spin down): -0.311 / -0.269 Ha. Its lowest unoccupied orbital energy (spin up / spin down) is 0.1 / 0.0 eV. As for the spin multiplicity: 1. The electronic energy comes out at -403.059662 Eh. The max |F| is 4.23 eV/Å. Its energy above the lowest of the compared OMol25 structures with the same formula, charge and spin is 172.1 kcal/mol.

CARTESIAN COORDINATES (ANGSTROEM)
C (-3.60964, 0.10981, 0.97032)
C (2.29900, 1.33743, 0.41812)
C (-2.73743, 0.65563, 0.14249)
C (3.03878, 0.39702, 0.39385)
C (-1.53860, 0.04177, -0.37478)
C (3.57732, -1.01279, 0.31259)
C (-0.58075, 0.73426, -1.35908)
N (-0.10910, -1.63365, -0.46847)
O (-1.22836, -1.13228, 0.03324)
H (-4.27726, 0.66084, 1.57410)
H (-3.37994, -0.96460, 1.39088)
H (-0.09171, -2.57571, -0.14528)
H (1.81199, 2.31102, 0.49073)
H (-2.82261, 1.76236, -0.23719)
H (3.41417, -1.45564, 1.31806)
H (2.77310, -1.46520, -0.39030)
H (4.55744, -1.08829, -0.17532)
H (-0.93869, 1.67206, -1.53369)
H (-0.45856, 0.12028, -2.30320)
H (0.42940, 0.76957, -0.80218)

# 6
Here is C27H18F3N2OS5SbSn as an isolated structure from the OMol25 dataset. Energies are from the ωB97M-V functional and the def2-TZVPD basis.

As for the HOMO energy (spin up / spin down): -0.506 / -0.507 Ha. Its lowest unoccupied orbital energy (spin up / spin down) is -9.1 / -9.1 eV. As for the spin multiplicity: 1. The electronic energy comes out at -3968.893930 Eh. The max |F| is 0.89 eV/Å. The net charge is +2. Its energy above the lowest of the compared OMol25 structures with the same formula, charge and spin is 38.8 kcal/mol.

CARTESIAN COORDINATES (ANGSTROEM)
Sn (-0.26738, 0.28077, -1.18929)
S (4.66485, 5.16367, 0.89594)
C (3.53225, 4.05657, 0.71030)
S (1.83092, 4.43538, 0.59118)
C (1.26152, 2.85623, 0.29644)
C (2.28451, 1.82030, 0.25979)
S (1.97712, 0.19888, 0.01906)
S (3.88397, 2.36442, 0.45012)
S (-0.35271, 2.58992, -0.00408)
F (-8.71335, 1.47666, -0.66081)
C (-7.44641, 1.09895, -0.51291)
C (-7.02462, -0.06326, -1.12842)
C (-5.70505, -0.45886, -0.96852)
C (-4.84352, 0.31048, -0.18841)
C (-5.28778, 1.49294, 0.40479)
C (-6.60506, 1.88944, 0.24840)
Sb (-2.88120, -0.37974, 0.11928)
C (-2.59564, -0.34172, 2.20504)
C (-2.60890, 0.89058, 2.86218)
C (-2.45672, 0.95057, 4.23791)
C (-2.27652, -0.23104, 4.93336)
F (-2.13173, -0.17892, 6.25536)
C (-2.23022, -1.46250, 4.30914)
C (-2.38728, -1.51471, 2.93095)
C (-2.99228, -2.41796, -0.38379)
C (-3.73996, -3.24876, 0.34952)
C (-3.84009, -4.68878, 0.06762)
C (-3.08681, -5.20808, -0.89077)
F (-3.10999, -6.50808, -1.16673)
C (-2.13740, -4.43056, -1.73438)
C (-2.24617, -2.88041, -1.60885)
H (-7.72323, -0.64010, -1.72011)
H (-5.36879, -1.37197, -1.44350)
H (-4.62603, 2.11328, 0.99532)
H (-6.98620, 2.79466, 0.70298)
H (-2.73485, 1.81813, 2.31523)
H (-2.47521, 1.89027, 4.77483)
H (-2.07868, -2.35534, 4.90254)
H (-2.35661, -2.47682, 2.43307)
H (-4.31653, -2.87593, 1.19115)
H (-4.51515, -5.31329, 0.63807)
H (-2.21608, -4.77326, -2.76453)
H (-2.63866, -2.37901, -2.49517)
N (-0.76673, -6.74493, 1.48274)
C (-0.24518, -6.24717, 0.34053)
O (0.34050, -6.89166, -0.49985)
C (-0.35256, -4.75426, 0.11531)
C (-0.63488, -4.35585, -1.29478)
C (-0.68929, -2.82308, -1.50854)
N (-0.16457, -1.94066, -0.46017)
C (0.08892, -2.43840, 0.69508)
C (-0.01988, -3.85504, 1.04272)
H (-0.68140, -7.73317, 1.66024)
H (-1.30608, -6.18186, 2.11446)
H (0.04499, -4.91443, -1.93361)
H (-0.24582, -2.53043, -2.45825)
H (0.42894, -1.74747, 1.46564)
H (0.26201, -4.15097, 2.04619)